54
Properties=species:S:1:pos:R:3:forces:R:3:lowdin_charge:R:1 method="wB97M-V/def2-TZVPD" e_above_lowest_kj_mol=126.2 orbital_gap_ev=3.971
C 0.680 3.304 0.310 -0.18 0.34 0.03 -0.04
C 0.629 2.171 1.320 0.02 -1.06 0.09 -0.52
C 1.606 1.149 1.113 -0.90 0.49 -0.39 -0.06
C 1.976 0.153 2.059 0.40 -0.72 0.56 -0.24
C 1.175 -0.201 3.183 0.18 -0.05 -0.20 -0.04
C 1.583 -1.200 4.061 0.43 0.02 -0.25 -0.10
C 2.814 -1.849 3.875 0.00 0.07 -0.03 -0.12
C 3.639 -1.488 2.796 -0.33 -0.09 0.21 -0.12
C 3.223 -0.519 1.894 -0.52 0.07 0.14 -0.06
O -0.225 2.158 2.235 0.17 0.59 -0.31 -0.06
H 0.797 2.920 -0.713 0.05 0.06 0.19 0.07
H -0.235 3.903 0.367 0.13 -0.06 0.01 0.07
H 1.544 3.948 0.541 -0.26 -0.15 -0.16 0.09
H 2.214 1.228 0.210 0.04 0.09 0.24 0.09
H 0.241 0.342 3.329 0.30 -0.22 0.00 0.09
H 0.942 -1.466 4.906 0.23 0.05 -0.24 0.10
H 3.135 -2.624 4.575 -0.08 0.23 -0.21 0.09
H 4.612 -1.966 2.667 -0.28 0.08 0.04 0.09
H 3.851 -0.230 1.048 -0.11 -0.12 0.26 0.10
C 2.261 -5.312 -1.950 -0.47 0.11 0.41 -0.06
O 1.143 -5.225 -1.039 0.38 0.50 -0.14 -0.08
C 0.708 -3.984 -0.683 -0.11 0.49 -0.10 -0.25
C 1.256 -2.780 -1.195 -0.26 -0.74 0.06 0.00
C 0.667 -1.569 -0.867 -0.48 -0.06 0.15 -0.03
C -0.429 -1.501 0.029 0.71 -0.99 -0.11 -0.21
C -1.117 -0.278 0.332 0.41 0.39 -0.26 0.09
C -1.534 0.633 -0.628 -0.34 0.39 -0.50 -0.13
C -2.319 1.857 -0.406 0.27 -0.08 -0.67 -0.12
C -2.864 2.460 0.715 -0.30 0.51 0.32 -0.01
C -3.461 3.725 0.582 0.14 -0.56 -0.06 -0.06
C -3.546 4.358 -0.671 0.23 -0.34 -0.38 -0.07
C -3.057 3.726 -1.828 -0.18 0.20 0.43 -0.01
C -2.464 2.481 -1.663 0.24 -0.11 0.32 -0.17
N -1.853 1.666 -2.624 0.34 -0.78 0.32 -0.07
C -1.829 1.906 -4.054 0.08 -0.12 -0.29 0.00
C -1.315 0.572 -2.029 -0.47 0.54 0.38 0.05
C -0.872 -2.714 0.627 -0.03 0.89 -0.12 -0.01
C -0.368 -3.930 0.237 0.75 -0.35 -0.49 0.01
H 2.427 -6.382 -2.070 0.06 0.16 -0.06 0.09
H 2.015 -4.852 -2.917 0.02 -0.13 0.20 0.09
H 3.155 -4.832 -1.528 -0.23 -0.14 -0.06 0.10
H 2.120 -2.815 -1.866 -0.40 0.11 0.33 0.11
H 1.069 -0.650 -1.297 -0.04 -0.17 0.32 0.12
H -1.477 -0.130 1.348 0.10 0.00 -0.06 0.14
H -2.801 1.947 1.673 0.07 0.39 -0.13 0.12
H -3.861 4.223 1.468 0.13 -0.17 -0.32 0.11
H -3.997 5.349 -0.747 0.13 -0.33 0.00 0.10
H -3.109 4.169 -2.820 -0.13 0.14 0.33 0.10
H -2.298 2.871 -4.265 0.18 -0.26 -0.01 0.08
H -0.794 1.905 -4.420 -0.27 0.15 0.11 0.10
H -2.373 1.116 -4.590 0.03 0.25 0.19 0.10
H -0.842 -0.218 -2.607 -0.15 0.31 0.12 0.14
H -1.677 -2.659 1.360 0.18 -0.09 -0.18 0.12
H -0.765 -4.868 0.620 0.12 0.22 -0.01 0.12



57
Properties=species:S:1:pos:R:3:forces:R:3:lowdin_charge:R:1 method="wB97M-V/def2-TZVPD" e_above_lowest_kj_mol=178.5 orbital_gap_ev=8.738
N 1.399 0.882 1.937 -0.25 0.06 0.56 0.04
C 0.659 0.198 3.016 -0.54 0.94 0.28 -0.41
C 1.392 0.161 4.371 -0.26 0.19 -1.03 -0.05
C -0.652 1.026 3.193 -0.15 -0.50 -1.83 -0.23
N -1.879 0.195 3.277 0.78 0.85 -0.09 0.01
H 2.394 0.936 2.051 0.34 -0.35 0.13 0.06
H 1.157 0.442 1.065 0.26 0.07 -0.36 0.04
H 0.445 -0.837 2.716 -0.14 0.16 -0.02 0.12
H 1.791 -0.854 4.434 0.42 0.41 0.81 0.08
H 2.113 0.981 4.441 0.43 -0.41 -0.21 0.08
H 0.679 0.442 5.143 -0.03 -0.80 0.29 0.07
H -0.741 1.655 2.277 -0.14 -0.48 0.96 0.08
H -0.459 1.700 4.032 -0.61 -0.03 0.08 0.11
H -2.457 0.440 4.060 -0.09 -0.55 0.22 0.06
H -1.684 -0.786 3.134 -0.13 0.03 0.66 0.06
H -1.694 3.534 -0.494 -0.06 0.10 -0.05 0.04
H -2.259 3.066 -1.845 -0.23 0.03 0.30 0.01
O -1.598 3.650 -1.448 0.12 -0.20 -0.01 -0.04
H 1.309 -0.511 -0.941 -0.21 -0.16 0.22 0.05
H 1.356 0.548 -2.060 -1.16 -0.10 0.93 0.05
O 0.842 0.295 -1.200 1.55 0.19 -0.40 -0.12
H 0.008 -3.204 1.119 0.48 0.13 -0.10 0.00
H 1.473 -3.477 0.691 0.04 0.25 -0.08 0.01
O 0.906 -3.340 1.451 -0.42 -0.55 0.71 -0.08
H -1.601 -0.566 -2.648 -0.06 -0.08 0.05 0.02
H -0.633 0.444 -2.019 -0.43 -0.11 -0.41 0.00
O -1.379 0.369 -2.667 0.16 0.03 0.02 -0.06
H -2.668 -2.905 -2.593 0.26 -0.47 0.10 0.08
H -2.615 -2.310 -3.921 0.41 -0.19 -0.62 0.07
O -2.150 -2.989 -3.413 -1.29 0.78 0.55 -0.04
H 0.169 -4.490 -1.993 0.59 0.05 0.20 0.07
H -0.698 -3.535 -2.709 0.80 0.51 -0.28 0.00
O 0.180 -3.561 -2.262 -0.97 -0.80 -0.10 -0.06
H -3.608 -0.855 1.526 0.00 0.17 -0.18 0.02
H -2.279 -1.000 0.837 0.06 -0.14 -0.21 -0.02
O -3.224 -1.070 0.667 -0.28 -0.05 0.19 -0.08
H -0.048 2.565 -2.532 0.05 -0.47 -0.68 0.01
H 0.692 3.597 -2.020 0.86 0.41 -0.41 0.05
O 0.836 2.927 -2.713 -0.93 0.54 1.08 -0.08
H 0.523 3.088 1.911 -0.04 0.18 -0.05 0.02
H 0.059 2.672 0.584 0.01 0.26 -0.07 0.01
O -0.031 3.424 1.191 0.20 -0.17 -0.33 -0.09
H -4.378 0.949 -1.884 0.29 -0.19 -0.09 0.04
H -3.410 1.530 -2.981 -0.02 -0.54 0.14 0.02
O -3.949 1.741 -2.214 -0.22 0.82 0.00 -0.05
H 1.338 1.436 -4.035 -0.24 -0.02 0.07 0.06
H 0.658 0.005 -3.974 -0.10 0.34 -0.11 0.07
O 1.368 0.560 -3.634 0.85 -0.48 -0.64 -0.04
H 3.795 0.399 -0.321 0.32 0.82 -0.15 0.02
H 5.213 0.564 -1.070 -0.25 0.48 0.25 0.05
O 4.493 -0.018 -0.829 -0.22 -1.09 -0.15 -0.04
H -0.479 -2.540 -0.969 0.29 0.04 0.28 0.01
H -0.563 -1.053 -0.679 0.04 0.25 0.13 0.00
O -0.618 -1.904 -0.237 -0.49 -0.02 -0.41 -0.07
H 3.562 -1.266 1.804 0.07 -0.01 -0.03 0.03
H 3.666 -1.504 0.281 0.40 -0.05 0.20 0.00
O 3.277 -1.848 1.095 -0.17 -0.07 -0.31 -0.05



86
Properties=species:S:1:pos:R:3:forces:R:3:lowdin_charge:R:1 method="wB97M-V/def2-TZVPD" multiplicity=2 charge=-1 orbital_gap_ev="3.002 / 7.240"
O 0.933 -3.617 4.655 0.41 3.07 0.92 -0.33
S 1.263 -2.217 5.048 1.53 -0.84 1.84 0.69
O 0.573 -1.528 6.147 -0.09 -1.31 -2.02 -0.31
O 2.844 -2.109 5.553 -0.49 -0.61 -0.62 -0.29
C 3.313 -2.924 6.683 -0.49 -0.61 -0.72 -0.24
C 4.832 -2.813 6.871 -0.37 -0.24 -0.73 -0.07
C 1.378 -1.175 3.593 -0.05 0.25 0.53 -0.10
H 3.014 -3.955 6.492 0.20 -0.18 -0.28 0.11
H 2.750 -2.684 7.584 0.20 0.67 0.01 0.11
H 5.176 -1.792 6.704 -0.09 0.14 0.94 0.08
H 5.469 -3.364 6.180 -0.65 -0.31 -0.59 0.07
H 5.059 -3.321 7.808 0.12 0.80 0.43 0.08
H 1.941 -0.263 3.795 0.23 -0.16 0.36 0.06
H 0.360 -0.816 3.446 -0.06 -0.31 -0.41 0.05
H 1.835 -1.691 2.749 -0.36 -0.16 0.17 0.08
C 1.446 3.454 0.991 0.40 0.73 -0.43 -1.51
Br 2.935 2.546 2.070 0.80 -1.06 0.74 0.24
Br 2.213 5.222 0.340 0.10 0.95 -0.50 0.25
Br -0.280 3.629 1.912 -1.00 -0.20 0.38 0.41
H 1.327 2.947 0.034 -0.23 -0.44 0.09 -0.09
C -5.440 -4.302 -2.139 1.56 1.83 0.33 -0.14
C -6.168 -3.764 -0.891 0.20 -0.60 -0.65 -0.15
O -5.400 -2.677 -0.340 0.81 0.13 0.10 -0.21
S -3.988 -2.475 -1.129 -1.10 -1.51 0.45 0.68
O -3.024 -3.397 -0.552 -1.07 1.30 -1.10 -0.24
O -3.678 -1.079 -1.286 -0.47 -1.76 -0.11 -0.21
O -4.672 -3.117 -2.470 1.82 1.03 -0.59 -0.23
H -6.001 -4.507 -3.051 -0.23 -0.15 0.47 0.14
H -4.692 -5.058 -1.902 -0.40 -0.39 -0.04 0.12
H -6.163 -4.619 -0.214 -0.80 0.53 0.51 0.13
H -7.105 -3.316 -1.221 -0.22 -0.40 0.62 0.13
C -0.546 0.748 -0.960 -1.52 0.57 0.53 -0.20
C -0.473 -0.596 -0.241 -2.11 1.45 -0.73 -0.20
O 0.855 -0.650 0.125 2.57 -0.69 0.49 -0.19
S 1.841 -0.124 -1.039 0.15 0.06 -0.62 0.73
O 1.999 -1.179 -2.035 -0.19 1.63 1.24 -0.27
O 3.049 0.478 -0.465 -3.07 -1.04 -1.36 -0.29
O 0.661 0.958 -1.644 2.81 -1.20 0.20 -0.20
H -0.710 1.547 -0.236 0.21 0.14 0.08 0.09
H -1.380 0.790 -1.661 0.12 -0.11 -0.18 0.12
H -0.879 -1.375 -0.888 0.72 -0.54 0.10 0.12
H -1.109 -0.504 0.639 0.32 -0.28 0.11 0.11
C -1.761 6.777 -3.666 0.07 -0.14 1.93 -0.15
C -1.991 7.380 -2.259 -1.48 -0.06 -1.36 -0.17
O -2.685 6.337 -1.561 0.56 -1.12 0.21 -0.20
S -2.092 4.856 -1.994 -1.65 -1.62 -0.10 0.73
O -3.266 3.949 -2.339 3.87 3.27 0.92 -0.30
O -1.059 4.374 -1.100 -1.90 0.81 -1.62 -0.29
O -1.353 5.446 -3.322 0.44 -0.99 0.05 -0.23
H -0.963 7.406 -4.061 0.10 -0.80 -0.77 0.13
H -2.648 6.610 -4.278 -0.01 0.92 -0.06 0.13
H -2.697 8.200 -2.390 -0.03 0.07 0.45 0.13
H -1.081 7.745 -1.783 0.03 -0.51 0.15 0.14
C -1.259 1.219 -5.479 0.62 -0.54 0.12 -0.15
C -2.279 0.423 -4.609 -0.06 1.77 -0.68 -0.16
O -3.198 -0.156 -5.540 -0.01 -0.93 -1.95 -0.21
S -2.677 -0.158 -7.148 0.48 1.81 -0.79 0.76
O -3.677 0.385 -8.097 2.03 -1.44 2.97 -0.27
O -1.966 -1.363 -7.541 -1.28 1.46 1.17 -0.26
O -1.567 1.050 -6.869 -1.27 -1.56 -0.29 -0.22
H -0.320 0.735 -5.211 0.43 0.37 -0.63 0.12
H -1.165 2.301 -5.384 -0.35 -0.18 0.62 0.13
H -2.849 1.111 -3.984 -0.19 -0.16 -0.02 0.13
H -1.729 -0.256 -3.958 -0.39 -0.56 -0.41 0.12
C 6.389 -0.346 -1.712 0.68 0.52 -0.23 -0.13
C 6.791 0.659 -0.601 -0.35 0.58 -0.74 -0.16
O 7.531 -0.076 0.358 0.62 -1.07 0.84 -0.20
S 8.308 -1.378 -0.234 -0.62 0.67 -0.79 0.73
O 8.134 -2.496 0.670 0.27 1.65 -1.39 -0.25
O 9.662 -1.026 -0.688 -2.92 -0.65 0.65 -0.27
O 7.213 -1.526 -1.504 1.25 0.16 0.79 -0.22
H 6.561 0.123 -2.681 0.74 -0.24 -0.14 0.12
H 5.345 -0.639 -1.821 0.00 -0.24 1.06 0.11
H 5.937 1.218 -0.219 -0.32 -0.93 0.88 0.13
H 7.401 1.516 -0.888 0.52 -0.44 -0.84 0.12
C -2.231 -2.476 3.165 -0.59 -0.84 1.85 -0.15
C -2.398 -1.563 4.406 0.98 0.92 0.18 -0.17
O -3.474 -0.687 4.123 -0.71 0.52 -1.84 -0.19
S -3.546 -0.396 2.499 -1.78 0.21 1.99 0.66
O -2.694 0.699 2.147 -0.63 -0.83 -0.03 -0.23
O -4.965 -0.415 2.181 2.51 0.04 -0.01 -0.24
O -2.839 -1.761 2.120 -0.24 0.14 -1.55 -0.22
H -2.779 -3.396 3.371 -0.33 -0.04 -0.42 0.13
H -1.225 -2.811 2.913 0.12 0.65 0.00 0.12
H -1.522 -0.926 4.536 0.21 -0.19 0.21 0.10
H -2.673 -1.980 5.374 0.38 -0.61 -0.35 0.14



21
Properties=species:S:1:pos:R:3:forces:R:3:lowdin_charge:R:1 method="wB97M-V/def2-TZVPD" e_above_lowest_kj_mol=207.2 charge=-1 orbital_gap_ev=7.040
C 0.104 -2.308 1.606 -0.26 1.63 0.23 -0.34
C -0.142 -2.417 0.128 1.13 0.91 -1.97 -0.14
C -0.746 -1.120 2.018 -2.04 -0.34 2.27 -0.13
H 0.085 -3.216 2.144 -1.99 -1.48 0.59 0.07
H 1.125 -2.211 1.955 0.89 1.40 -0.97 0.09
H -0.887 -1.726 -0.387 0.78 -0.47 1.41 0.09
H -0.525 -3.381 -0.099 0.18 -1.14 -0.65 0.04
H -0.588 -0.303 1.332 0.44 0.45 0.17 0.04
H -1.877 -1.303 1.914 1.53 -0.19 0.02 0.10
H 0.817 -2.150 -0.391 -0.86 -0.80 -0.02 0.09
H -0.640 -0.822 3.100 0.18 0.02 -1.08 0.08
C 0.118 1.641 -0.914 2.03 -1.56 1.18 -0.21
C 1.353 1.970 -1.824 -1.62 -2.62 -1.28 -0.11
C -0.870 2.758 -1.167 0.78 -1.96 1.48 -0.89
O -1.640 2.538 -2.071 -2.40 -0.10 -2.91 -0.05
O -0.763 3.699 -0.408 0.09 2.81 1.55 -0.05
H -0.267 0.596 -0.849 -0.19 0.40 -1.98 0.07
H 0.413 1.535 0.135 0.59 1.40 0.36 0.07
H 1.869 2.811 -1.526 0.74 2.10 1.09 0.02
H 0.914 2.226 -2.838 0.80 -0.69 0.85 0.09
H 2.147 1.182 -1.857 -0.81 0.22 -0.33 0.06



E
In order: -1210.89327 -1299.91915 -13170.01784 -386.88058
Unit: hartree